Below is the molecule C4H9NO in a non-equilibrium geometry, with properties calculated with ωB97M-V with the def2-TZVPD basis set.

Last columns: bonded neighbours and bond lengths (Å).
Element x y z (Å)
1 C -1.461 1.032 -0.702  C2 1.373, H7 1.079, H8 1.083
2 C -0.841 -0.162 -0.428  C1 1.373, O3 1.324, C4 1.501
3 O -1.697 -1.164 -0.299  C2 1.324, H9 1.130
4 C 0.591 -0.429 -0.064  C2 1.501, C5 1.534, N6 1.458, H10 1.105
5 C 0.728 -0.589 1.455  C4 1.534, H11 1.090, H12 1.089, H13 1.088
6 N 1.431 0.674 -0.514  C4 1.458, H14 1.013, H15 1.013
7 H -0.920 1.957 -0.575  C1 1.079
8 H -2.199 1.077 -1.494  C1 1.083
9 H -2.515 -0.416 -0.521  O3 1.130
10 H 0.827 -1.402 -0.531  C4 1.105
11 H 1.757 -0.841 1.714  C5 1.090
12 H 0.465 0.345 1.949  C5 1.089
13 H 0.072 -1.380 1.812  C5 1.088
14 H 2.401 0.495 -0.284  N6 1.013
15 H 1.359 0.803 -1.517  N6 1.013

HOMO-LUMO gap: 9.47 eV
SMILES: C=C(O)[C@H](C)N
ΔE to the lowest compared entry with this formula, charge and spin: 64.86 kcal per mole
charge: 0
E_LUMO: 0.98 eV

Löwdin population analysis, charges in e, atoms 1 to 4: C 0.01; C -0.44; O 0.01; C -0.41

=====

Below is the molecule C4H9NO in a non-equilibrium geometry, with properties calculated with ωB97M-V with the def2-TZVPD basis set.

Last columns: bonded neighbours and bond lengths (Å).
Element x y z (Å)
1 C -1.427 -0.621 -1.461  C2 1.566, H7 1.148, H8 1.089, H9 1.105
2 C -0.366 -0.568 -0.310  C1 1.566, C3 1.567, H10 1.089, H11 1.131
3 C -0.436 0.575 0.759  C2 1.567, C4 1.548, H12 1.167, H13 1.033
4 C 1.004 1.056 1.061  C3 1.548, N5 1.405, O6 1.239
5 N 2.049 0.120 1.003  C4 1.405, H14 1.030, H15 0.943
6 O 1.334 2.244 1.181  C4 1.239
7 H -2.464 -0.734 -0.981  C1 1.148
8 H -1.191 -1.398 -2.187  C1 1.089
9 H -1.456 0.167 -2.235  C1 1.105
10 H -0.396 -1.528 0.203  C2 1.089
11 H 0.672 -0.663 -0.751  C2 1.131
12 H -1.029 1.528 0.437  C3 1.167
13 H -0.913 0.233 1.609  C3 1.033
14 H 1.702 -0.842 0.874  N5 1.030
15 H 2.916 0.430 0.798  N5 0.943

HOMO-LUMO gap: 10.52 eV
SMILES: CCCC(N)=O
ΔE to the lowest compared entry with this formula, charge and spin: 29.16 kcal per mole
charge: 0
E_LUMO: 0.85 eV

Löwdin population analysis, charges in e, atoms 1 to 4: C -0.12; C -0.26; C -0.10; C -0.48

=====

Below is the molecule C4H9NO in a non-equilibrium geometry, with properties calculated with ωB97M-V with the def2-TZVPD basis set.

Last columns: bonded neighbours and bond lengths (Å).
Element x y z (Å)
1 C -0.496 1.523 1.178  C2 1.538, H7 1.089, H8 1.091, H9 1.089
2 C -0.859 0.586 0.013  C1 1.538, O3 1.212, N4 1.381
3 O -1.961 0.672 -0.485  C2 1.212
4 N 0.032 -0.419 -0.308  C2 1.381, C5 1.465, C6 1.477
5 C 1.458 -0.206 -0.050  N4 1.465, H10 1.090, H11 1.089, H12 1.084
6 C -0.528 -1.522 -1.116  N4 1.477, H13 1.079, H14 1.094, H15 1.093
7 H -1.258 1.396 1.945  C1 1.089
8 H -0.371 2.550 0.835  C1 1.091
9 H 0.440 1.296 1.687  C1 1.089
10 H 1.634 -0.321 1.020  C5 1.090
11 H 2.052 -0.930 -0.606  C5 1.089
12 H 1.715 0.797 -0.371  C5 1.084
13 H -1.606 -1.473 -1.110  C6 1.079
14 H -0.300 -2.452 -0.588  C6 1.094
15 H 0.047 -1.496 -2.045  C6 1.093

HOMO-LUMO gap: 9.87 eV
SMILES: CC(=O)N(C)C
ΔE to the lowest compared entry with this formula, charge and spin: 23.79 kcal per mole
charge: 0
E_LUMO: 0.85 eV

Löwdin population analysis, charges in e, atoms 1 to 4: C 0.00; C -0.51; O 0.04; N -0.17

=====

Below is a cluster of 2 separate species, C4H9NO in total in a non-equilibrium geometry, with properties calculated with ωB97M-V with the def2-TZVPD basis set.

Last columns: bonded neighbours and bond lengths (Å).
Element x y z (Å)
1 C -0.486 -0.404 -2.277  C2 1.322, H4 1.146, H5 1.096
2 C 0.811 -0.508 -2.044  C1 1.322, N3 1.401, H6 1.082
3 N 1.154 -0.912 -0.747  C2 1.401, H7 1.074, H8 0.957
4 H -1.261 -0.342 -1.435  C1 1.146
5 H -0.868 -0.050 -3.241  C1 1.096
6 H 1.525 -0.199 -2.797  C2 1.082
7 H 0.532 -0.799 0.121  N3 1.074
8 H 2.043 -0.608 -0.564  N3 0.957
9 C -1.260 -0.233 1.819  C10 1.366, H12 1.031, H13 1.100
10 C -0.447 0.864 1.865  C9 1.366, O11 1.368, H14 1.108
11 O 0.893 0.911 1.597  C10 1.368, H15 0.996
12 H -1.966 -0.421 2.546  C9 1.031
13 H -1.358 -0.760 0.859  C9 1.100
14 H -0.763 1.782 2.399  C10 1.108
15 H 1.450 1.679 1.900  O11 0.996

HOMO-LUMO gap: 8.25 eV
SMILES: C=CN.C=CO
ΔE to the lowest compared entry with this formula, charge and spin: 102.34 kcal per mole
charge: 0
E_LUMO: 0.40 eV

Löwdin population analysis, charges in e, atoms 1 to 4: C -0.07; C -0.29; N 0.03; H 0.06

=====

Q: Among the records above, which one has the lowest E_LUMO?
A: number 4